Entry 1:
{"formula": "C20H27AuN6OS2", "method": "ωB97M-V with the def2-TZVPD basis set", "charge": 2, "homo_energy_ev": [-13.6, -13.5], "lumo_energy_ev": [-5.97, -9.13], "largest_force_ev_per_a": 0.53, "mol_weight_da": 628.6, "relative_energy_kj_mol": 0.0, "homo_lumo_gap_ev": [7.6, 4.4], "spin_multiplicity": 3, "species": ["Au", "N", "C", "S", "N", "N", "C", "C", "C", "C", "C", "C", "C", "C", "C", "C", "C", "C", "N", "H", "H", "H", "H", "H", "H", "H", "H", "H", "H", "H", "C", "N", "C", "S", "N", "C", "H", "H", "H", "H", "H", "H", "H", "H", "C", "C", "C", "O", "C", "H", "H", "H", "H", "H", "H", "H", "H"], "xyz": [[-0.1782, 0.2738, -0.2535], [-1.2327, -2.3392, 3.0542], [-1.0629, -1.3613, 2.1556], [-0.1482, -1.8245, 0.7041], [-1.5799, -0.1942, 2.4333], [-1.3798, 0.7368, 1.4699], [-1.9369, 1.8939, 1.4854], [-2.8387, 2.3468, 2.5698], [-4.0958, 2.8571, 2.2507], [-4.9543, 3.2656, 3.2600], [-4.5489, 3.1856, 4.5852], [-3.2931, 2.6876, 4.9041], [-2.4400, 2.2579, 3.9007], [-1.6420, 2.7750, 0.3083], [-1.9706, 4.1171, 0.3067], [-1.7309, 4.8732, -0.8323], [-1.1713, 4.2675, -1.9430], [-0.8241, 2.9325, -1.8590], [-1.0445, 2.2045, -0.7605], [-0.8104, -3.2410, 2.9306], [-1.7676, -2.1527, 3.8867], [-4.4178, 2.9160, 1.2167], [-5.9359, 3.6463, 3.0114], [-5.2150, 3.5144, 5.3721], [-2.9786, 2.6288, 5.9375], [-1.4656, 1.8605, 4.1497], [-2.4150, 4.5580, 1.1873], [-1.9852, 5.9251, -0.8481], [-0.9913, 4.8164, -2.8562], [-0.3534, 2.4221, -2.6888], [-2.2573, -3.9539, -2.7711], [-0.8813, -3.8862, -2.2704], [0.0026, -3.0259, -2.7321], [1.5482, -2.8804, -1.9347], [-0.2560, -2.2562, -3.7742], [0.7006, -1.2899, -4.3314], [-2.8168, -4.6267, -2.1304], [-2.2762, -4.3494, -3.7877], [-2.7206, -2.9678, -2.7319], [-0.6107, -4.4904, -1.5106], [-1.0875, -2.4626, -4.3083], [1.1000, -0.6675, -3.5287], [0.1643, -0.6541, -5.0299], [1.5076, -1.7944, -4.8599], [3.8942, 2.3929, -1.2415], [4.3455, 1.1173, -0.5314], [3.2072, 0.1468, -0.8102], [2.0367, 0.9625, -1.1179], [2.4024, 2.3686, -1.0051], [4.1128, 2.3488, -2.3095], [4.3598, 3.2892, -0.8350], [4.4498, 1.2918, 0.5393], [5.2945, 0.7376, -0.9039], [2.9655, -0.4900, 0.0413], [3.4100, -0.4743, -1.6829], [2.1495, 2.7195, -0.0009], [1.8280, 2.9272, -1.7390]], "forces_ev_per_angstrom": [[-0.3, 0.3, 0.1], [0.0, 0.0, -0.2], [-0.1, -0.1, 0.3], [0.3, 0.0, 0.0], [0.2, 0.1, -0.5], [-0.1, -0.2, 0.1], [-0.1, 0.3, 0.0], [0.2, 0.0, -0.2], [-0.1, 0.0, 0.0], [0.1, 0.0, 0.0], [0.0, 0.0, 0.0], [0.0, 0.0, 0.0], [0.0, 0.0, 0.1], [-0.1, -0.3, 0.2], [-0.1, 0.1, 0.0], [0.0, 0.0, 0.0], [0.0, 0.1, 0.0], [0.0, -0.1, 0.1], [0.4, 0.1, -0.1], [0.0, 0.0, 0.0], [0.0, 0.0, 0.0], [0.0, 0.0, 0.0], [0.0, 0.0, 0.0], [0.0, 0.0, 0.0], [0.0, 0.0, 0.0], [0.0, 0.0, 0.0], [0.0, 0.0, 0.0], [0.0, 0.0, 0.0], [0.0, 0.0, 0.0], [0.0, 0.0, 0.0], [0.1, -0.1, 0.1], [-0.2, 0.1, -0.1], [0.3, 0.0, 0.1], [-0.2, -0.1, 0.0], [0.1, 0.1, -0.1], [-0.2, 0.0, 0.1], [0.0, 0.0, 0.0], [0.0, 0.0, 0.0], [0.0, 0.0, 0.0], [0.0, 0.0, 0.0], [0.0, 0.1, 0.0], [0.0, 0.0, 0.0], [0.0, 0.0, 0.0], [0.0, 0.0, 0.0], [0.1, 0.0, 0.0], [0.1, 0.0, 0.0], [-0.1, 0.1, 0.0], [0.0, 0.0, -0.1], [0.0, -0.2, 0.0], [0.0, 0.0, 0.0], [0.0, 0.0, 0.0], [0.0, 0.0, 0.0], [0.0, 0.0, 0.0], [0.0, 0.0, 0.0], [0.0, 0.0, 0.0], [0.0, 0.0, 0.0], [0.0, 0.0, 0.0]], "nbo_charge": [0.997, -0.756, 0.324, -0.331, -0.384, -0.252, 0.260, -0.171, -0.182, -0.202, -0.163, -0.217, -0.101, 0.165, -0.203, -0.109, -0.233, 0.075, -0.534, 0.416, 0.429, 0.219, 0.235, 0.236, 0.234, 0.218, 0.264, 0.252, 0.253, 0.215, -0.443, -0.521, 0.312, 0.344, -0.546, -0.434, 0.257, 0.225, 0.222, 0.440, 0.430, 0.228, 0.243, 0.231, -0.430, -0.437, -0.066, -0.612, -0.067, 0.217, 0.245, 0.222, 0.243, 0.196, 0.176, 0.179, 0.193]}

***

Entry 2:
{"formula": "C20H27BrIN4O2PS3W", "method": "ωB97M-V with the def2-TZVPD basis set", "charge": 3, "homo_energy_ev": [-17.0, -17.1], "lumo_energy_ev": [-11.11, -11.18], "largest_force_ev_per_a": 0.32, "mol_weight_da": 873.3, "relative_energy_kj_mol": 0.0, "homo_lumo_gap_ev": [5.9, 5.9], "spin_multiplicity": 2, "species": ["W", "C", "C", "N", "C", "S", "N", "N", "C", "C", "C", "C", "C", "C", "C", "N", "H", "H", "H", "H", "H", "H", "H", "H", "H", "H", "H", "H", "H", "C", "C", "O", "P", "S", "S", "O", "C", "C", "H", "H", "H", "H", "H", "H", "H", "H", "H", "H", "Br", "C", "C", "C", "C", "C", "C", "I", "H", "H", "H", "H"], "xyz": [[0.0124, -0.5525, -0.0446], [-1.3779, 4.8216, 0.5424], [-1.9433, 3.9783, 1.6713], [-0.9255, 3.1198, 2.3011], [-0.5199, 1.9378, 1.8885], [-1.3641, 1.2077, 0.4965], [0.4418, 1.2815, 2.4744], [0.6319, 0.0478, 1.9305], [1.2615, -0.8091, 2.6879], [1.7657, -0.4294, 4.0266], [1.3595, -2.1636, 2.1392], [2.0334, -3.1985, 2.7509], [2.0405, -4.4589, 2.1554], [1.3647, -4.6423, 0.9652], [0.7065, -3.5651, 0.3960], [0.6959, -2.3494, 0.9656], [-2.1601, 5.4635, 0.1392], [-0.9993, 4.1978, -0.2704], [-0.5688, 5.4601, 0.8958], [-2.7658, 3.3473, 1.3323], [-2.3455, 4.6029, 2.4663], [-0.4331, 3.4844, 3.1073], [2.5493, 0.3250, 3.9110], [2.1547, -1.2740, 4.5843], [0.9654, 0.0487, 4.5937], [2.5490, -3.0380, 3.6858], [2.5659, -5.2797, 2.6258], [1.3347, -5.6031, 0.4707], [0.1770, -3.6738, -0.5394], [-4.9353, 0.3869, -3.8979], [-4.4288, -0.0337, -2.5511], [-2.9374, 0.2074, -2.4800], [-1.8781, -0.9032, -2.4197], [-0.0299, -0.0267, -2.3762], [-1.8117, -1.9003, -0.6016], [-2.0480, -2.0127, -3.4711], [-1.9699, -1.8108, -4.9747], [-2.8480, -2.8423, -5.6118], [-6.0221, 0.2922, -3.8980], [-4.5516, -0.2488, -4.6953], [-4.6846, 1.4251, -4.1082], [-4.6047, -1.0877, -2.3361], [-4.8168, 0.5754, -1.7406], [-0.9158, -1.9315, -5.2105], [-2.2880, -0.7887, -5.1761], [-2.5234, -3.8486, -5.3544], [-2.7714, -2.7284, -6.6945], [-3.8915, -2.7130, -5.3288], [1.9714, 2.7193, -0.3105], [3.2966, 2.0104, 0.8273], [3.9190, 2.8333, 1.7544], [4.9181, 2.3208, 2.5704], [5.3004, 0.9887, 2.4765], [4.6801, 0.1505, 1.5608], [3.6851, 0.6789, 0.7514], [2.8479, -0.5700, -0.7116], [3.6375, 3.8756, 1.8176], [5.4121, 2.9755, 3.2756], [6.0939, 0.6020, 3.1014], [4.9884, -0.8821, 1.4640]], "forces_ev_per_angstrom": [[-0.1, -0.1, 0.2], [0.0, 0.0, 0.0], [0.0, 0.0, 0.0], [0.0, 0.0, 0.0], [0.1, 0.0, 0.0], [0.1, 0.0, -0.1], [-0.1, 0.0, -0.1], [0.1, 0.0, 0.1], [0.0, 0.0, 0.0], [0.0, 0.0, 0.0], [0.0, 0.0, 0.0], [0.0, 0.0, 0.0], [0.0, 0.0, 0.0], [0.0, 0.0, 0.0], [0.0, 0.0, 0.0], [0.0, 0.0, 0.0], [0.0, 0.0, 0.0], [0.0, 0.0, 0.0], [0.0, 0.0, 0.0], [0.0, 0.0, 0.0], [0.0, 0.0, 0.0], [0.0, 0.0, 0.0], [0.0, 0.0, 0.0], [0.0, 0.0, 0.0], [0.0, 0.0, 0.0], [0.0, 0.0, 0.0], [0.0, 0.0, 0.0], [0.0, 0.0, 0.0], [0.0, 0.0, 0.0], [0.0, 0.0, 0.0], [0.0, 0.0, 0.0], [0.0, 0.0, 0.0], [0.0, -0.3, 0.0], [0.0, 0.0, 0.0], [-0.2, 0.0, -0.2], [0.0, 0.2, 0.0], [0.0, 0.0, 0.1], [0.0, 0.0, 0.0], [0.0, 0.0, 0.0], [0.0, 0.0, 0.0], [0.0, 0.0, 0.0], [0.0, 0.0, 0.0], [0.0, 0.0, 0.0], [0.0, 0.0, 0.0], [0.0, 0.0, 0.0], [0.0, 0.0, 0.0], [0.0, 0.0, 0.0], [0.0, 0.0, 0.0], [0.0, 0.1, 0.0], [0.0, 0.0, 0.0], [0.0, 0.0, 0.0], [0.0, 0.0, 0.0], [0.0, 0.0, 0.0], [0.0, 0.0, 0.0], [0.0, 0.0, 0.0], [0.0, 0.1, 0.0], [0.0, 0.0, 0.0], [0.0, 0.0, 0.0], [0.0, 0.0, 0.0], [0.0, 0.0, 0.0]], "nbo_charge": [0.859, -0.621, -0.226, -0.524, 0.345, 0.150, -0.382, -0.367, 0.368, -0.688, 0.129, -0.165, -0.072, -0.201, 0.094, -0.530, 0.253, 0.197, 0.232, 0.210, 0.247, 0.439, 0.281, 0.247, 0.292, 0.264, 0.273, 0.277, 0.239, -0.647, -0.046, -0.839, 1.896, -0.200, -0.178, -0.836, -0.045, -0.646, 0.268, 0.216, 0.244, 0.199, 0.224, 0.216, 0.200, 0.243, 0.265, 0.230, 0.147, -0.128, -0.206, -0.164, -0.130, -0.247, -0.217, 0.544, 0.259, 0.260, 0.249, 0.246]}

***

Entry 3:
{"formula": "C20H27ClN2O4", "method": "ωB97M-V with the def2-TZVPD basis set", "homo_energy_ev": -8.8, "lumo_energy_ev": 0.70, "largest_force_ev_per_a": 0.64, "mol_weight_da": 394.9, "relative_energy_kj_mol": 27.1, "homo_lumo_gap_ev": 9.5, "smiles": "CCOC(=O)C1CCN(C(=O)CCC(=O)NCCc2ccc(Cl)cc2)CC1", "spin_multiplicity": 1, "species": ["C", "C", "O", "C", "O", "C", "C", "C", "N", "C", "O", "C", "C", "C", "O", "N", "C", "C", "C", "C", "C", "C", "Cl", "C", "C", "C", "C", "H", "H", "H", "H", "H", "H", "H", "H", "H", "H", "H", "H", "H", "H", "H", "H", "H", "H", "H", "H", "H", "H", "H", "H", "H", "H", "H"], "xyz": [[6.0064, -2.3447, 2.3931], [4.7396, -3.1657, 2.2028], [3.8751, -2.5700, 1.2337], [3.0504, -1.6067, 1.6589], [2.9798, -1.2448, 2.8045], [2.2459, -1.0331, 0.5035], [1.5604, -2.1339, -0.3127], [0.4466, -2.7770, 0.5176], [-0.5134, -1.7783, 0.9235], [-1.7891, -1.6526, 0.5182], [-2.5100, -0.7488, 0.9146], [-2.3385, -2.6618, -0.4856], [-1.8002, -2.3808, -1.8995], [-1.4964, -0.9010, -2.1185], [-0.3853, -0.5104, -2.4227], [-2.5630, -0.0862, -2.0007], [-2.4361, 1.3514, -2.0627], [-2.1749, 1.9709, -0.6797], [-2.1865, 3.4665, -0.7712], [-1.0342, 4.1619, -1.1174], [-1.0432, 5.5389, -1.2429], [-2.2224, 6.2312, -1.0222], [-2.2444, 7.9550, -1.1756], [-3.3839, 5.5600, -0.6781], [-3.3577, 4.1824, -0.5571], [0.0777, -0.7436, 1.7512], [1.1972, -0.0323, 0.9917], [5.7569, -1.3661, 2.7959], [6.6690, -2.8526, 3.0878], [6.5178, -2.2164, 1.4421], [4.2006, -3.2550, 3.1519], [4.9682, -4.1580, 1.8082], [2.9695, -0.5206, -0.1405], [2.2850, -2.8917, -0.6099], [1.1310, -1.6804, -1.2082], [-0.0336, -3.5738, -0.0464], [0.8784, -3.2168, 1.4268], [-2.1178, -3.6867, -0.1870], [-3.4236, -2.5410, -0.4665], [-2.5304, -2.7031, -2.6447], [-0.8728, -2.9252, -2.0803], [-3.3854, -0.4385, -1.5359], [-1.6020, 1.5747, -2.7318], [-3.3560, 1.7621, -2.4878], [-1.2064, 1.6205, -0.3222], [-2.9362, 1.6183, 0.0177], [-0.1161, 3.6195, -1.2883], [-0.1447, 6.0735, -1.5088], [-4.2955, 6.1106, -0.5063], [-4.2616, 3.6576, -0.2846], [-0.7125, -0.0417, 2.0217], [0.4807, -1.1976, 2.6612], [1.6574, 0.7059, 1.6485], [0.7799, 0.4758, 0.1207]], "forces_ev_per_angstrom": [[-0.4, -0.1, -0.1], [0.3, -0.1, 0.5], [0.0, -0.1, -0.3], [-0.2, 0.2, -0.2], [0.1, 0.0, 0.2], [0.0, 0.1, -0.1], [0.1, -0.1, 0.1], [0.2, -0.2, -0.4], [0.2, 0.1, 0.2], [-0.4, -0.5, 0.1], [-0.3, 0.2, 0.0], [-0.1, 0.1, 0.1], [0.2, 0.0, 0.0], [-0.3, -0.5, -0.3], [0.4, 0.2, -0.1], [-0.3, 0.1, -0.1], [0.1, 0.2, 0.1], [-0.1, 0.0, -0.3], [0.0, 0.0, 0.1], [-0.1, 0.0, 0.0], [0.0, 0.1, 0.0], [0.0, -0.2, 0.0], [0.0, 0.2, 0.0], [0.0, 0.1, 0.0], [0.1, 0.0, 0.0], [-0.1, 0.5, 0.2], [0.1, -0.2, 0.2], [0.0, 0.1, 0.1], [0.1, 0.0, 0.1], [0.1, 0.0, -0.1], [0.1, -0.1, -0.2], [-0.1, 0.1, 0.1], [0.0, -0.1, 0.0], [0.0, 0.0, 0.0], [0.0, -0.1, 0.0], [0.0, 0.0, 0.1], [-0.1, -0.1, -0.1], [0.0, 0.0, 0.0], [0.1, 0.0, 0.1], [0.1, 0.0, 0.0], [0.0, 0.1, 0.0], [0.1, -0.1, 0.0], [-0.2, 0.0, 0.0], [0.1, 0.0, 0.0], [0.0, -0.1, 0.1], [0.1, 0.0, 0.0], [0.1, -0.1, 0.0], [0.1, 0.1, 0.0], [-0.1, 0.1, 0.0], [-0.1, -0.1, 0.0], [0.1, -0.1, 0.0], [-0.1, 0.0, 0.0], [0.0, 0.0, 0.0], [0.0, 0.0, 0.0]], "nbo_charge": [-0.634, -0.076, -0.517, 0.805, -0.611, -0.317, -0.426, -0.212, -0.441, 0.694, -0.662, -0.496, -0.493, 0.684, -0.644, -0.607, -0.214, -0.425, -0.028, -0.154, -0.246, -0.035, -0.002, -0.228, -0.204, -0.238, -0.399, 0.222, 0.217, 0.211, 0.199, 0.188, 0.242, 0.225, 0.251, 0.211, 0.194, 0.227, 0.230, 0.233, 0.228, 0.401, 0.226, 0.198, 0.215, 0.229, 0.209, 0.226, 0.226, 0.214, 0.249, 0.209, 0.229, 0.216]}

***

Entry 4:
{"formula": "C20H27F3N2O2", "method": "ωB97M-V with the def2-TZVPD basis set", "homo_energy_ev": -9.2, "lumo_energy_ev": 0.61, "largest_force_ev_per_a": 0.55, "mol_weight_da": 384.4, "relative_energy_kj_mol": 0.0, "homo_lumo_gap_ev": 9.8, "smiles": "CN(Cc1ccccc1)C(=O)CCC1CCN(C(=O)CCC(F)(F)F)CC1", "spin_multiplicity": 1, "species": ["C", "N", "C", "C", "C", "C", "C", "C", "C", "C", "O", "C", "C", "C", "C", "C", "N", "C", "O", "C", "C", "C", "F", "F", "F", "C", "C", "H", "H", "H", "H", "H", "H", "H", "H", "H", "H", "H", "H", "H", "H", "H", "H", "H", "H", "H", "H", "H", "H", "H", "H", "H", "H", "H"], "xyz": [[1.9747, -1.6855, -3.3998], [2.6933, -0.5348, -2.9096], [3.8668, -0.8045, -2.0842], [3.4319, -1.0627, -0.6633], [3.0429, -2.3314, -0.2523], [2.5616, -2.5382, 1.0293], [2.4695, -1.4787, 1.9159], [2.8616, -0.2115, 1.5155], [3.3338, -0.0032, 0.2312], [2.2519, 0.7492, -2.9569], [2.9396, 1.6669, -2.5472], [0.8566, 1.0210, -3.4963], [0.0666, 1.7540, -2.4044], [-0.0812, 0.9233, -1.1251], [-1.0651, -0.2373, -1.2811], [-1.1578, -1.0219, 0.0262], [-1.5816, -0.1467, 1.1017], [-2.7967, -0.3256, 1.6576], [-3.5231, -1.2520, 1.3484], [-3.2167, 0.6834, 2.7262], [-4.5952, 0.3078, 3.2676], [-5.0459, 1.2907, 4.3230], [-6.2542, 0.9905, 4.8203], [-5.1306, 2.5479, 3.8535], [-4.2060, 1.3423, 5.3716], [-0.6720, 0.9552, 1.3149], [-0.5506, 1.7962, 0.0413], [1.5232, -1.4766, -4.3684], [1.2001, -2.0190, -2.7014], [2.6823, -2.5028, -3.5368], [4.5034, 0.0816, -2.1275], [4.4041, -1.6607, -2.4978], [3.1218, -3.1660, -0.9344], [2.2593, -3.5284, 1.3372], [2.0955, -1.6413, 2.9162], [2.8040, 0.6171, 2.2068], [3.6241, 0.9860, -0.0893], [0.3308, 0.1214, -3.7998], [0.9540, 1.6799, -4.3614], [0.6072, 2.6707, -2.1625], [-0.9194, 2.0273, -2.7857], [0.9018, 0.5158, -0.8624], [-0.7541, -0.9120, -2.0782], [-2.0537, 0.1520, -1.5346], [-1.8896, -1.8274, -0.0509], [-0.1780, -1.4429, 0.2812], [-2.4895, 0.6792, 3.5410], [-3.2548, 1.6844, 2.2911], [-5.3310, 0.3024, 2.4622], [-4.5706, -0.6890, 3.7101], [-0.9979, 1.5743, 2.1478], [0.3120, 0.5367, 1.5590], [0.1612, 2.6043, 0.2131], [-1.5202, 2.2384, -0.1988]], "forces_ev_per_angstrom": [[-0.3, -0.1, -0.1], [0.4, -0.1, -0.1], [0.1, 0.2, 0.1], [0.1, 0.0, -0.1], [0.0, 0.0, 0.0], [-0.1, -0.1, 0.1], [0.0, 0.0, 0.1], [0.0, 0.0, 0.0], [0.1, 0.0, 0.0], [-0.2, -0.1, -0.4], [0.1, 0.4, 0.2], [0.0, 0.2, 0.2], [0.2, -0.2, 0.2], [-0.4, 0.3, -0.2], [0.3, -0.1, 0.2], [-0.3, -0.3, -0.3], [0.3, -0.2, -0.2], [0.0, 0.4, 0.4], [-0.4, -0.2, 0.0], [-0.3, -0.3, -0.1], [0.1, 0.2, 0.1], [0.0, -0.1, -0.1], [-0.2, -0.2, 0.0], [0.0, 0.2, -0.3], [0.3, -0.1, 0.2], [0.0, 0.4, 0.0], [0.3, -0.3, 0.1], [0.0, -0.1, 0.0], [0.0, -0.1, -0.1], [0.0, 0.0, 0.0], [0.0, -0.2, 0.0], [0.0, 0.1, 0.0], [0.0, -0.1, -0.1], [0.0, -0.1, 0.0], [0.0, 0.0, 0.1], [0.0, 0.1, 0.1], [0.0, 0.1, -0.1], [0.0, 0.0, -0.1], [0.0, -0.1, 0.0], [0.0, 0.0, -0.1], [0.0, 0.0, 0.0], [0.0, 0.0, 0.1], [0.0, -0.1, -0.1], [-0.1, 0.0, -0.1], [0.2, 0.1, 0.0], [0.0, 0.0, 0.0], [0.0, 0.1, -0.1], [0.1, 0.0, 0.1], [0.0, 0.0, 0.1], [-0.1, 0.1, 0.0], [0.0, -0.1, 0.0], [-0.1, 0.1, 0.0], [0.0, 0.1, 0.0], [-0.1, 0.1, 0.0]], "nbo_charge": [-0.409, -0.441, -0.259, 0.053, -0.251, -0.199, -0.229, -0.206, -0.244, 0.699, -0.648, -0.501, -0.369, -0.237, -0.411, -0.219, -0.438, 0.691, -0.643, -0.506, -0.478, 0.978, -0.326, -0.335, -0.336, -0.217, -0.394, 0.212, 0.194, 0.208, 0.247, 0.201, 0.209, 0.216, 0.217, 0.215, 0.236, 0.206, 0.239, 0.224, 0.203, 0.208, 0.204, 0.205, 0.247, 0.194, 0.234, 0.233, 0.245, 0.245, 0.213, 0.205, 0.215, 0.199]}